No. 1
C40H36AuN4S5 as an isolated structure. Source: OMol25; level of theory: ωB97M-V/def2-TZVPD.

The value obtained for the relative energy (zero: lowest compared OMol25 entry of this formula, charge and spin) is 0.0000 eV. The total energy comes out at -3891.03543 a.u. As for the charge: +1. The spin multiplicity is 3. For the HOMO energy (spin up / spin down), the calculation gives -8.727 / -10.816 eV.

Cartesian coordinates (Å):
Au -0.4284 0.4796 0.1359
N -1.0854 -1.5514 -0.1248
S -0.8629 -2.7493 -0.9021
N -0.1101 -2.6307 -2.3731
S 1.3915 -2.8242 -2.6529
N 2.5035 -2.3622 -1.6988
S 2.6891 -0.8386 -1.0744
N 1.6224 -0.1488 -0.3906
C 4.0981 -1.2119 -0.0442
C 4.9670 -2.2719 -0.2743
C 6.0248 -2.4728 0.5990
C 6.2040 -1.6236 1.6840
C 5.3269 -0.5713 1.9037
C 4.2646 -0.3600 1.0371
C 3.3727 0.0532 -2.4700
C 4.6836 -0.0962 -2.8993
C 5.1132 0.6245 -4.0040
C 4.2360 1.4705 -4.6698
C 2.9280 1.6132 -4.2261
C 2.4926 0.9111 -3.1127
C 1.5677 -2.1348 -4.2747
C 0.4985 -1.5269 -4.9116
C 0.7091 -0.9708 -6.1655
C 1.9655 -1.0259 -6.7511
C 3.0272 -1.6374 -6.0928
C 2.8327 -2.1999 -4.8447
C 1.7859 -4.5416 -2.8665
C 1.1197 -5.2156 -3.8825
C 1.3488 -6.5705 -4.0451
C 2.2312 -7.2308 -3.1962
C 2.8851 -6.5408 -2.1867
C 2.6664 -5.1816 -2.0127
C -2.3626 -3.5527 -1.4291
C -2.4488 -4.3366 -2.5709
C -3.6602 -4.9335 -2.8850
C -4.7639 -4.7411 -2.0645
C -4.6655 -3.9478 -0.9297
C -3.4595 -3.3454 -0.6056
C 0.0396 -4.0339 -0.0380
C -0.1713 -5.3891 -0.2544
C 0.5809 -6.3057 0.4649
C 1.5334 -5.8652 1.3746
C 1.7326 -4.5056 1.5813
C 0.9746 -3.5791 0.8815
H 4.8159 -2.9280 -1.1200
H 6.7090 -3.2947 0.4341
H 7.0306 -1.7868 2.3628
H 5.4652 0.0844 2.7527
H 3.5539 0.4409 1.1970
H 5.3693 -0.7499 -2.3772
H 6.1378 0.5304 -4.3388
H 4.5774 2.0317 -5.5298
H 2.2497 2.2840 -4.7367
H 1.4874 1.0337 -2.7270
H -0.4672 -1.4853 -4.4279
H -0.1120 -0.4921 -6.6816
H 2.1222 -0.5884 -7.7283
H 4.0062 -1.6714 -6.5510
H 3.6502 -2.6738 -4.3151
H 0.4461 -4.6854 -4.5454
H 0.8462 -7.1104 -4.8361
H 2.4092 -8.2899 -3.3271
H 3.5640 -7.0603 -1.5237
H 3.1455 -4.6308 -1.2158
H -1.5852 -4.4683 -3.2070
H -3.7447 -5.5436 -3.7745
H -5.7077 -5.2065 -2.3161
H -5.5296 -3.7918 -0.2983
H -3.3611 -2.7063 0.2622
H -0.9179 -5.7303 -0.9588
H 0.4177 -7.3652 0.3175
H 2.1133 -6.5858 1.9368
H 2.4655 -4.1650 2.3011
H 1.0880 -2.5133 1.0430
C -3.6404 3.6571 1.3651
C -2.4099 2.8686 1.0030
S -2.6436 1.2289 0.6832
C -1.1584 3.5019 0.9391
C -1.0281 4.9759 1.2106
S 0.2755 2.7085 0.5227
H -4.5230 3.0233 1.3413
H -3.7901 4.4848 0.6690
H -3.5502 4.0803 2.3673
H -1.8013 5.3421 1.8820
H -1.1064 5.5336 0.2739
H -0.0548 5.2001 1.6432

Cartesian forces, eV/Å:
Au 0.0 0.0 -0.1
N -0.1 0.0 0.2
S 0.0 0.0 -0.1
N 0.0 0.0 0.0
S 0.0 0.0 0.0
N 0.1 0.0 0.0
S 0.0 0.0 0.0
N 0.0 0.0 0.0
C 0.0 0.0 0.0
C 0.0 0.0 0.0
C 0.0 0.0 0.0
C 0.0 0.0 0.0
C 0.0 0.0 0.0
C 0.0 0.0 0.0
C 0.0 0.0 0.0
C 0.0 0.0 0.0
C 0.0 0.0 0.0
C 0.0 0.0 0.0
C 0.0 0.0 0.0
C 0.0 0.0 0.0
C 0.0 0.0 0.0
C 0.0 0.0 0.0
C 0.0 0.0 0.0
C 0.0 0.0 0.0
C 0.0 0.0 0.0
C 0.0 0.0 0.0
C 0.0 0.0 0.0
C 0.0 0.0 0.0
C 0.0 0.0 0.0
C 0.0 0.0 0.0
C 0.0 0.0 0.0
C 0.0 0.0 0.0
C 0.0 0.0 0.0
C 0.0 0.0 0.0
C 0.0 0.0 0.0
C 0.0 0.0 0.0
C 0.0 0.0 0.0
C 0.0 0.0 0.0
C 0.0 0.0 0.0
C 0.0 0.0 0.0
C 0.0 0.0 0.0
C 0.0 0.0 0.0
C 0.0 0.0 0.0
C 0.0 0.0 0.0
H 0.0 0.0 0.0
H 0.0 0.0 0.0
H 0.0 0.0 0.0
H 0.0 0.0 0.0
H 0.0 0.0 0.0
H 0.0 0.0 0.0
H 0.0 0.0 0.0
H 0.0 0.0 0.0
H 0.0 0.0 0.0
H 0.0 0.0 0.0
H 0.0 0.0 0.0
H 0.0 0.0 0.0
H 0.0 0.0 0.0
H 0.0 0.0 0.0
H 0.0 0.0 0.0
H 0.0 0.0 0.0
H 0.0 0.0 0.0
H 0.0 0.0 0.0
H 0.0 0.0 0.0
H 0.0 0.0 0.0
H 0.0 0.0 0.0
H 0.0 0.0 0.0
H 0.0 0.0 0.0
H 0.0 0.0 0.0
H 0.0 0.0 0.0
H 0.0 0.0 0.0
H 0.0 0.0 0.0
H 0.0 0.0 0.0
H 0.0 0.0 0.0
H 0.0 0.0 0.0
C 0.0 0.0 0.0
C 0.1 0.0 0.0
S 0.0 0.1 0.0
C 0.0 -0.1 0.0
C 0.0 0.0 0.0
S 0.0 0.1 0.0
H 0.0 0.0 0.0
H 0.0 0.0 0.0
H 0.0 0.0 0.0
H 0.0 0.0 0.0
H 0.0 0.0 0.0
H 0.0 0.0 0.0


No. 2
One molecule with the formula C4H7NO in a non-equilibrium geometry. Source: OMol25; level of theory: ωB97M-V/def2-TZVPD.

The value obtained for the relative energy (zero: lowest compared OMol25 entry of this formula, charge and spin) is 4.3806 eV. The total energy comes out at -286.47066 a.u. The structure (SMILES) is NCC#CCO. For the HOMO energy, the calculation gives -9.255 eV.

Cartesian coordinates (Å):
N 1.1260 -0.3906 -2.5915
C 0.4084 0.8414 -1.9324
C 0.1166 0.5754 -0.5040
C -0.1315 0.2592 0.6550
C -0.3533 0.0987 2.1191
O -1.0854 -1.1816 2.2709
H 0.6356 -1.2980 -2.3871
H 1.1767 -0.2139 -3.6098
H -0.6285 1.1031 -2.5051
H 1.0868 1.7896 -2.1062
H 0.6969 0.1822 2.7762
H -1.0537 1.0850 2.5171
H -1.3539 -1.1086 3.2626

Cartesian forces, eV/Å:
N -1.1 1.1 0.6
C -0.5 0.0 -2.1
C -0.2 -0.6 1.5
C 0.8 1.2 -1.2
C -0.3 1.5 0.9
O 0.5 2.3 3.3
H 0.4 1.6 -0.4
H -0.2 -0.4 0.9
H 2.3 -0.6 1.4
H -1.2 -2.0 0.6
H -2.7 -0.5 -1.8
H 1.9 -2.8 -1.1
H 0.5 -0.7 -2.6


No. 3
A 3-piece molecular cluster, CH2NO4 overall in a non-equilibrium geometry. Source: OMol25; level of theory: ωB97M-V/def2-TZVPD.

The value obtained for the relative energy (zero: lowest compared OMol25 entry of this formula, charge and spin) is 0.9090 eV. The total energy comes out at -394.53075 a.u. As for the charge: +1. For the HOMO energy, the calculation gives -14.392 eV.

Cartesian coordinates (Å):
C -0.6801 1.0638 -0.8044
N 2.5340 -0.3905 0.4187
O 2.3743 -1.4853 0.1792
O 2.7878 0.6616 0.7262
O -2.0804 -0.1774 0.0538
O 0.3829 0.6851 -0.4844
H -2.7957 0.2094 0.5583
H -2.5227 -0.5667 -0.6475

Cartesian forces, eV/Å:
C 3.6 0.4 -0.1
N 0.5 -0.6 0.4
O 0.0 2.4 0.3
O -0.6 -1.7 -0.7
O 0.6 0.0 2.7
O -2.7 0.5 -0.6
H -0.2 0.4 0.5
H -1.3 -1.4 -2.5


No. 4
A 10-piece molecular cluster, C60H50F10 overall in a non-equilibrium geometry. Source: OMol25; level of theory: ωB97M-V/def2-TZVPD.

The value obtained for the relative energy (zero: lowest compared OMol25 entry of this formula, charge and spin) is 2.1739 eV. The total energy comes out at -3314.88529 a.u. The structure (SMILES) is Fc1ccccc1.Fc1ccccc1.Fc1ccccc1.Fc1ccccc1.Fc1ccccc1.Fc1ccccc1.Fc1ccccc1.Fc1ccccc1.Fc1ccccc1.Fc1ccccc1. For the HOMO energy, the calculation gives -8.993 eV.

Cartesian coordinates (Å):
F -3.3814 3.0491 -5.6704
C -2.4732 2.9451 -4.6355
C -1.3951 3.8218 -4.5943
C -0.4556 3.6250 -3.6415
C -0.5732 2.6639 -2.6939
C -1.6352 1.7186 -2.7515
C -2.6568 1.9600 -3.6785
H -1.4068 4.7000 -5.2752
H 0.4108 4.2403 -3.7427
H 0.1075 2.5356 -1.9125
H -1.5998 0.8663 -2.1001
H -3.4771 1.2723 -3.7566
F -2.9208 -1.2231 -3.2053
C -3.8423 -2.1965 -3.0415
C -4.2910 -2.4568 -1.7024
C -5.2727 -3.4262 -1.5096
C -5.7240 -4.1161 -2.6590
C -5.3098 -3.7758 -3.9429
C -4.2748 -2.8430 -4.1813
H -3.8848 -1.7960 -0.9234
H -5.6120 -3.7183 -0.4512
H -6.4604 -4.8963 -2.5624
H -5.7921 -4.3698 -4.7580
H -3.9484 -2.4823 -5.1249
F 1.3549 -3.7977 3.3181
C 0.9411 -4.5450 2.2656
C 1.8799 -4.8688 1.2998
C 1.5172 -5.6077 0.2028
C 0.1784 -6.0291 0.0442
C -0.6962 -5.7922 1.0940
C -0.3574 -5.0254 2.2167
H 2.8769 -4.5019 1.3508
H 2.2768 -5.5829 -0.6109
H -0.0988 -6.5122 -0.9002
H -1.7200 -6.2281 1.0366
H -1.1287 -4.8462 2.9293
F 2.0274 2.0765 -6.6476
C 1.6326 0.9752 -5.9517
C 0.3689 0.8658 -5.4668
C -0.0102 -0.3127 -4.7797
C 0.8951 -1.2702 -4.5022
C 2.2377 -1.1704 -5.0202
C 2.5768 -0.0379 -5.7537
H -0.2699 1.7337 -5.6429
H -1.0497 -0.3366 -4.4399
H 0.5651 -2.1462 -4.0023
H 3.0325 -1.8877 -4.8576
H 3.5739 0.0878 -6.1081
F 3.8572 0.7057 7.8200
C 3.5262 -0.0303 6.6967
C 2.5192 -0.9364 6.8068
C 2.2644 -1.7237 5.6774
C 2.9890 -1.5248 4.5073
C 3.9412 -0.5295 4.3859
C 4.1933 0.2803 5.4987
H 2.0174 -1.0245 7.8341
H 1.5944 -2.5680 5.7676
H 2.8441 -2.2466 3.7176
H 4.5088 -0.3921 3.5058
H 5.0943 0.8461 5.6057
F -2.8101 5.3999 3.5875
C -1.6290 6.0109 3.8435
C -1.6359 6.7595 5.0406
C -0.5361 7.5024 5.3419
C 0.5306 7.5373 4.4810
C 0.5210 6.7436 3.3363
C -0.5226 5.9771 2.9752
H -2.5440 6.7405 5.5944
H -0.4184 8.1477 6.2025
H 1.4004 8.1743 4.6373
H 1.3909 6.6882 2.7838
H -0.6414 5.4759 2.0761
F 4.4063 5.6932 2.1891
C 3.9804 4.8431 3.1772
C 4.3469 5.2298 4.4288
C 3.8781 4.5227 5.5184
C 2.9672 3.4514 5.3251
C 2.5558 3.1517 4.0040
C 3.1596 3.7978 2.8751
H 4.9099 6.1769 4.5077
H 4.2004 4.7622 6.4903
H 2.5243 2.9605 6.2324
H 1.9072 2.3258 3.9701
H 2.9188 3.4702 1.8876
F 0.6268 0.6618 3.9027
C -0.3973 0.9351 2.9921
C -0.2783 2.0845 2.2327
C -1.3378 2.4813 1.4533
C -2.4966 1.7410 1.4052
C -2.5335 0.5577 2.1194
C -1.5136 0.2061 3.1014
H 0.6660 2.6012 2.4034
H -1.2488 3.3781 0.8525
H -3.2101 2.0042 0.6823
H -3.3840 -0.1262 1.9802
H -1.6028 -0.7075 3.6207
F -0.9542 -1.7520 0.1135
C 0.2541 -1.0900 -0.0524
C 1.1824 -1.0666 0.9834
C 2.4640 -0.4063 0.7868
C 2.6918 0.1969 -0.4519
C 1.6923 0.1369 -1.4731
C 0.5235 -0.5243 -1.2687
H 0.9900 -1.6052 1.9212
H 3.2019 -0.6198 1.5159
H 3.6408 0.6017 -0.6755
H 1.8901 0.5706 -2.4295
H -0.0842 -0.6941 -2.1319
F -3.2398 -6.2103 -7.4123
C -2.4228 -5.8154 -6.3998
C -1.4745 -4.8984 -6.6425
C -0.7505 -4.3750 -5.6290
C -1.0945 -4.7120 -4.3187
C -2.1287 -5.6072 -4.0670
C -2.8070 -6.1672 -5.0922
H -1.1464 -4.7408 -7.6370
H 0.0215 -3.6814 -5.8578
H -0.6477 -4.2091 -3.4582
H -2.4721 -5.9445 -3.0797
H -3.5649 -6.9404 -4.8785

Cartesian forces, eV/Å:
F 0.6 0.0 1.1
C -0.5 0.4 -0.3
C -2.2 0.6 -1.8
C 1.0 1.0 0.0
C -1.7 -2.3 0.0
C 0.4 2.3 -0.5
C 0.8 -0.9 -0.3
H 0.4 -1.0 0.3
H 0.5 0.5 0.6
H 1.3 -0.1 0.9
H -0.5 -0.1 0.3
H -0.3 -0.1 -0.1
F 0.2 0.2 0.2
C -0.4 -0.5 1.2
C 0.3 0.7 -1.3
C 0.4 -0.6 0.5
C 0.0 0.6 0.4
C 0.1 -0.9 -0.6
C -1.5 -0.2 1.9
H -0.2 -0.6 -0.2
H 0.4 0.6 -1.9
H -0.2 -0.1 0.1
H 0.7 0.8 0.5
H 0.2 -0.1 -0.8
F -0.3 0.0 -0.1
C -0.1 -0.5 0.3
C -0.4 0.2 0.4
C -0.4 0.7 -1.4
C 1.3 0.0 -0.1
C -1.1 -0.5 -0.3
C 0.6 -0.4 -1.2
H 0.6 0.4 0.3
H -0.8 -0.7 0.5
H -0.1 0.0 0.6
H 0.8 0.6 0.0
H 0.0 0.3 0.7
F -0.3 -0.3 0.3
C 1.0 -0.5 -0.1
C -0.5 0.3 -0.2
C -1.1 2.3 -0.4
C 2.3 -0.9 -1.1
C -1.2 1.0 0.1
C -0.5 -0.3 0.6
H -0.2 -0.6 0.2
H 0.5 -0.4 0.0
H 0.0 -0.7 0.5
H -0.4 -0.3 0.2
H 0.5 0.1 -0.3
F -0.1 -0.5 -0.8
C 0.7 1.9 -0.2
C -1.0 -0.6 1.3
C 0.3 0.1 0.6
C -0.4 -0.6 -0.1
C -0.5 0.5 1.7
C 0.1 -1.7 1.0
H 0.7 -0.1 -1.8
H -0.2 0.1 -0.2
H 0.0 0.2 -0.2
H 0.5 0.0 -0.8
H 0.1 0.8 -0.3
F 0.5 -0.3 -0.5
C 0.1 1.0 1.1
C -0.3 -1.3 -1.7
C 1.0 1.3 0.6
C 0.7 -0.4 -0.9
C 0.6 0.9 1.4
C -3.2 -0.1 1.9
H -0.4 0.0 0.6
H -0.6 -0.2 0.3
H -0.2 -0.2 0.3
H 1.7 0.2 -1.4
H 0.3 -1.1 -1.5
F 0.0 -0.6 -0.2
C 0.2 1.1 -1.3
C 0.3 0.9 1.0
C -0.9 -1.3 -0.9
C 0.0 1.1 -0.2
C 2.2 0.9 1.0
C -1.3 -1.2 2.1
H -0.1 -0.8 0.1
H 0.3 0.4 1.1
H 0.5 0.3 -1.2
H -0.7 -0.7 -0.7
H -0.1 0.1 -0.5
F -0.7 0.0 -1.1
C 1.4 0.8 2.1
C 0.8 -0.1 0.5
C 0.9 0.9 -0.1
C 1.1 -1.4 0.4
C -0.1 -0.7 1.5
C -2.6 0.1 -3.4
H -0.5 0.3 -0.6
H 0.0 0.0 0.0
H -1.2 0.2 -0.6
H 0.4 0.4 0.3
H 0.1 -0.7 0.8
F 1.2 0.5 -0.1
C -0.2 -0.7 1.4
C 1.0 0.4 -0.1
C -2.9 -1.3 -1.5
C -1.5 -0.7 0.1
C 1.9 0.4 1.5
C -0.4 -0.2 -0.6
H 0.0 0.3 -0.5
H 0.7 0.4 0.6
H 0.8 0.6 -0.2
H 0.1 0.1 -0.5
H -0.7 0.0 0.0
F 0.5 -0.4 0.0
C -2.9 -0.7 1.1
C 0.9 -0.5 -1.5
C -0.1 0.1 2.3
C 0.2 0.8 0.6
C 0.3 -0.1 1.1
C -0.5 -1.3 -1.8
H -0.1 0.4 -1.0
H 0.6 0.5 0.1
H 0.2 -0.2 -0.3
H 0.6 0.6 -0.1
H 0.3 0.7 -0.5